A molecular structure, C31H55ClHfO3P2Si2 at a distorted geometry. Source: OMol25; level of theory: wB97M-V/def2-TZVPD.

The HOMO energy (alpha / beta) comes out at -3.78 / -3.32 eV. For the relative energy (zero: lowest compared OMol25 entry of this formula, charge and spin), the calculation gives 52.19 kcal per mole. The calculation puts the LUMO energy (alpha / beta) at -0.01721 / -0.02137 Ha.

```
! RIJCOSX wB97M-V def2-TZVPD def2/J DEFGRID3
* xyz 0 1
Hf 0.21412 -0.08497 0.48719
C 1.98761 -0.10475 -1.12214
C 1.25785 -1.31376 -1.35827
C -0.03965 -0.90361 -1.87588
Si 2.03705 -3.01459 -1.09525
C -0.07047 0.49364 -1.95752
C 1.23339 1.01543 -1.54108
Si 2.07143 2.73823 -1.56504
H 2.99290 -0.04766 -0.71443
H -0.79605 -1.56662 -2.29386
H -0.88982 1.07356 -2.38743
Cl -2.03942 -0.14867 1.02692
C 3.94132 2.91222 -1.64054
C 1.56793 3.69751 -3.08242
C 3.90814 -3.00943 -0.99198
C 1.61370 -4.22257 -2.44969
H 2.14264 3.28019 -3.92364
H 1.85812 4.75234 -2.96034
H 0.49851 3.63128 -3.30640
H 4.48604 2.37195 -0.85696
H 4.20052 3.98263 -1.55341
H 4.30430 2.56883 -2.62363
H 2.16475 -3.93998 -3.35801
H 0.54202 -4.24580 -2.67471
H 1.94234 -5.22971 -2.15053
H 4.33541 -2.79527 -1.98316
H 4.23301 -4.01904 -0.69578
H 4.30672 -2.28745 -0.26937
C 1.38849 3.43423 0.06908
C 1.29248 -3.58436 0.56097
P -0.25559 2.77153 0.50752
H 1.39068 4.52874 -0.00337
H 2.10539 3.15936 0.85846
P -0.34957 -2.87024 0.93757
H 1.98994 -3.29270 1.36101
H 1.26214 -4.68238 0.53534
C -0.75707 -3.42746 2.66611
C -1.52708 -3.86872 -0.13898
C -1.40227 3.58713 -0.76777
C -0.62857 3.65225 2.09719
C -0.32949 2.81151 3.34870
H -1.72124 3.78324 2.03442
C 0.02350 5.03275 2.22732
H 1.11407 4.96731 2.33707
H -0.37043 5.51961 3.13066
H -0.20338 5.69205 1.38239
H -0.80145 1.81857 3.30794
H -0.74093 3.33681 4.22397
H 0.74666 2.68758 3.52480
H -1.09713 3.09598 -1.70738
C -1.20015 5.10161 -0.91491
C -2.91991 3.33939 -0.59537
H -0.15372 5.42348 -0.95895
H -1.70777 5.63806 -0.09922
H -1.67993 5.42878 -1.85206
H -3.26111 2.49190 -1.19907
H -3.46470 4.22514 -0.95864
H -3.20713 3.17660 0.45067
H -1.23736 -3.56223 -1.16089
C -3.04832 -3.57730 0.00840
C -1.32622 -5.38498 0.00332
H -0.27824 -5.70391 0.00408
H -1.81323 -5.89651 -0.84398
H -1.80878 -5.75718 0.92120
H -3.41732 -2.96350 -0.82357
H -3.30375 -3.08310 0.95349
H -3.60794 -4.52399 -0.04505
C -0.49953 -2.33322 3.71438
C -0.08816 -4.75194 3.05413
H -1.84879 -3.59154 2.62244
H 1.00719 -4.68349 3.06610
H -0.37280 -5.57255 2.38777
H -0.42274 -5.03945 4.05971
H 0.56908 -2.13670 3.88001
H -0.91791 -2.65695 4.68037
H -0.99071 -1.38700 3.44658
C -4.19618 -0.12575 -1.85952
H -3.70739 -0.14110 -2.84107
H -3.94437 -1.00314 -1.23111
H -4.06367 0.80704 -1.28916
O 3.58358 2.73966 3.57142
C 3.52577 1.51982 4.14324
C 3.50994 1.40764 5.53132
C 3.23453 0.17663 6.11744
C 2.95803 -0.95200 5.35461
C 2.98686 -0.85702 3.96928
C 3.35776 0.34309 3.36156
C 2.91507 0.64432 2.00977
O 3.59495 1.38306 1.26519
O 1.71696 0.18087 1.72483
H 3.70993 2.60004 2.59698
H 3.68210 2.30846 6.11186
H 3.17110 0.10236 7.20097
H 2.71647 -1.89952 5.82208
H 2.75083 -1.72263 3.34422
*
```